1.
# C52H63Ge2N3O2PbS3Si

A structure of composition C52H63Ge2N3O2PbS3Si (ωB97M-V with the def2-TZVPD basis set, the OMol25 dataset).

Summary:
Calculated total energy = -222178.67611 eV
Molecular weight = 1238.80 g/mol
Charge = -1
F_max = 0.016 Eh/bohr
Multiplicity = 2

The geometry in XYZ format:
```
127
C52H63Ge2N3O2PbS3Si | the OMol25 dataset | ωB97M-V with the def2-TZVPD basis set
H 2.709 -3.141 -2.774
C 0.534 -0.059 4.001
C 2.902 3.995 -4.690
C -2.712 5.029 1.185
C -0.462 -5.381 -1.457
H 5.867 -0.776 -1.121
C 1.373 2.199 -5.041
C 0.250 -0.025 -3.549
C -1.435 1.686 -3.749
H 1.247 -0.229 -3.169
H -3.775 -2.787 6.201
H 2.706 2.930 -6.554
H -3.621 6.964 1.132
H 3.515 -4.809 2.849
C 0.919 2.297 -3.728
C -4.143 -1.544 4.485
H -3.501 -1.710 -0.386
H 4.981 1.658 3.369
C -4.538 -0.115 2.603
S -1.010 -2.686 -1.321
C 3.237 -3.796 2.581
C 2.359 3.035 -5.534
H 5.845 0.993 1.969
H -3.011 3.086 -3.580
H -1.941 -3.537 -3.929
H 3.699 1.820 -1.305
H 1.895 2.998 3.579
H 4.216 -0.598 3.071
C -4.934 -2.065 -1.973
C 0.238 1.287 5.972
H 5.389 1.971 -0.769
H -4.684 -1.314 6.552
H 0.194 -0.281 -4.617
C -2.790 -3.143 -3.381
H 1.529 -4.393 1.420
H 5.976 2.718 2.356
S -1.543 2.587 1.390
H -4.220 6.791 -1.281
H 4.920 -0.856 -3.474
H -0.032 -5.162 -2.428
H -4.184 -3.436 -4.982
C 2.766 -2.869 -1.715
H 4.389 3.424 -1.011
C -1.019 -4.367 -0.695
O -1.146 -1.810 -0.127
H 1.766 -2.963 -1.289
H 4.859 -2.887 3.655
C -3.685 -2.126 -1.372
C -2.682 3.784 -0.866
C -1.516 -4.602 0.576
C 3.902 -0.524 -3.246
H -1.718 -1.622 2.121
C 2.452 4.107 -3.390
C -2.641 -1.356 2.625
H 2.878 4.853 -2.730
Pb -0.090 1.264 -0.481
H -5.874 -0.276 4.271
H 3.398 -3.606 -1.212
H 3.880 0.567 -3.335
C -2.086 2.852 -3.028
C 3.290 4.151 1.688
H 0.924 -2.095 0.788
H -3.480 1.400 -0.324
H 2.302 4.423 1.319
Ge 1.962 0.692 1.501
H 3.685 4.655 -5.045
C -2.352 3.860 0.501
H -5.765 -1.626 -1.435
H -0.449 -0.668 -3.011
H 0.387 -1.007 3.494
C -0.435 -6.671 -0.946
C 1.400 2.161 4.056
H -6.090 -2.486 -3.730
C 1.235 0.965 3.359
C 3.988 -2.720 3.032
H -2.276 -2.606 4.329
C 1.449 3.275 -2.870
H -5.135 0.636 2.093
H -1.905 -3.774 1.155
C -5.115 -2.546 -3.263
C -4.538 -2.110 5.820
C -2.960 -1.908 3.859
C 0.039 0.096 5.287
H 4.974 -0.549 0.384
C -3.705 5.982 -0.778
H 0.004 -7.471 -1.528
H -3.045 0.613 -1.831
H -1.861 -6.092 2.074
H -1.418 1.919 -4.825
C 4.383 2.386 -0.676
C 0.923 2.321 5.351
C 5.036 -1.158 -0.520
C -1.480 -5.893 1.080
H -1.434 3.726 -3.082
C -4.946 -0.618 3.827
C 5.299 1.859 2.345
H -2.046 0.787 -3.639
H -4.336 1.839 -1.841
Ge 3.768 2.310 1.181
H -2.437 5.101 2.230
C 2.125 -3.561 1.783
N -3.413 -0.480 1.992
C 3.626 -1.423 2.687
H 1.073 3.262 5.868
N -2.357 2.595 -1.616
H 0.949 1.439 -5.687
S 0.918 3.576 -1.221
C -4.045 -3.081 -3.969
H 5.284 -2.175 -0.204
C -3.367 1.560 -1.398
H -0.910 -7.930 0.722
N -0.091 1.368 -3.271
C -3.360 4.835 -1.477
O 2.313 -0.117 -0.827
H 3.245 -0.932 -4.020
H -5.477 -2.662 5.745
C -3.374 6.073 0.566
H -3.622 4.766 -2.525
C -0.945 -6.925 0.320
C 1.781 -2.263 1.428
H -0.145 1.411 6.978
C 2.527 -1.171 1.868
H 4.025 4.812 1.220
C -2.632 -2.682 -2.083
Si 3.404 -1.084 -1.493
H -0.505 -0.716 5.757
H 3.333 4.308 2.766
```

=====

2.
# C3H14O3S

A cluster of 4 separate species, C3H14O3S in total in a non-equilibrium geometry (ωB97M-V with the def2-TZVPD basis set, the OMol25 dataset).

Summary:
Calculated total energy = -20314.18996 eV
SMILES = CCSC.O.O.O
Molecular weight = 130.21 g/mol
Energy above the lowest of the compared OMol25 structures with the same formula, charge and spin = 47.17 kcal/mol
F_max = 0.084 Eh/bohr
Multiplicity = 1

The geometry in XYZ format:
```
21
C3H14O3S | the OMol25 dataset | ωB97M-V with the def2-TZVPD basis set
C 0.271 -0.507 -0.289
H 0.274 1.655 -0.185
O 2.656 -5.156 3.347
H 2.279 5.275 -1.908
H -0.651 -1.019 -0.014
O 1.674 5.971 -1.660
H 2.837 -6.021 3.664
H 0.396 -0.334 0.780
H 0.854 -1.299 -0.737
C 0.067 0.883 -0.908
H -3.319 -4.685 2.890
H 2.308 6.606 -1.439
S -1.735 1.214 -1.049
H -0.704 3.310 -1.645
H 3.148 -5.115 2.509
O -2.908 -5.126 2.102
H -2.424 3.482 -1.338
H 0.688 1.042 -1.794
C -1.600 2.830 -1.896
H -1.871 2.659 -3.010
H -2.238 -5.665 2.581
```

=====

3.
# C30H43N11O3SSn

A structure of composition C30H43N11O3SSn in a non-equilibrium geometry (ωB97M-V with the def2-TZVPD basis set, the OMol25 dataset).

Summary:
Calculated total energy = -70969.26110 eV
Molecular weight = 756.53 g/mol
Energy above the lowest of the compared OMol25 structures with the same formula, charge and spin = 27.45 kcal/mol
Charge = +4
F_max = 0.047 Eh/bohr
Multiplicity = 1

The geometry in XYZ format:
```
89
C30H43N11O3SSn | the OMol25 dataset | ωB97M-V with the def2-TZVPD basis set
N 0.407 -0.230 3.518
O 0.212 2.668 0.489
C -7.517 -0.476 0.736
H 2.855 0.664 8.814
H 2.770 -0.145 -0.396
H 1.765 3.825 3.238
C 1.233 3.374 1.213
H -6.113 -2.124 0.696
H 2.200 2.906 0.990
H -5.218 1.732 1.627
H 0.032 3.862 2.945
H -0.165 0.642 -7.597
H -0.817 -4.385 0.641
N -0.360 -3.512 0.379
H 1.268 0.381 -9.580
C 0.996 0.068 6.231
H -7.672 1.314 2.013
C 1.996 0.133 5.263
C 1.792 -2.696 -8.266
H 6.987 -0.743 1.833
H 0.870 2.307 3.036
C 4.999 0.001 2.130
O 6.648 -0.251 3.811
H -1.553 -0.440 4.072
C 1.673 -0.028 3.919
H -1.782 -2.295 -1.169
N 2.269 -0.064 1.584
H 0.601 0.849 8.185
H 4.416 0.047 4.164
O 2.634 0.598 7.875
N -0.051 -2.686 1.496
H -2.498 2.988 0.176
H -2.312 -1.456 -4.810
H 0.478 -3.718 -0.154
C -5.260 -0.287 1.155
H -2.972 -1.707 -2.345
C 4.054 0.024 3.151
H -0.599 4.499 -0.075
N -0.855 -0.380 -3.785
C 0.209 -1.385 -6.927
C 1.325 0.178 7.690
C 1.915 -1.600 -9.103
H -7.442 1.686 0.297
C 0.326 -0.301 -7.794
N -0.267 -0.242 -1.672
H 0.350 1.231 -4.533
C 3.172 -0.076 0.606
C 2.696 -0.008 2.857
H -2.347 3.506 -1.506
H 0.789 -2.994 1.997
N 0.703 -3.375 -6.091
S -3.638 -0.711 1.416
H 0.080 3.522 -1.394
C 0.419 0.710 -2.384
C -1.021 -0.894 -2.541
C 0.953 3.341 2.706
C 6.462 -0.001 2.458
C -1.882 2.918 -0.719
H -1.746 -2.876 -2.838
H -1.727 0.008 -5.644
H -7.937 -0.576 -0.268
H 1.120 1.366 -1.903
H 3.003 0.323 5.597
C -7.182 0.983 1.093
H 1.161 -0.818 8.147
H -1.128 -0.182 6.508
C 4.535 -0.039 0.815
H 2.572 -1.645 -9.957
C -1.430 -0.846 -5.027
H -0.822 -2.764 2.158
C 0.056 0.644 -3.689
H -8.218 -0.932 1.439
N -5.738 0.946 1.273
H -1.825 1.873 -1.031
H 1.277 4.405 0.862
H 2.270 -3.635 -8.504
H 6.876 0.984 2.172
H 7.586 -0.331 4.031
H 5.218 -0.058 -0.019
C -0.496 3.480 -0.460
N -0.140 -2.857 -5.326
C 0.969 -2.572 -7.145
C -0.315 -0.134 5.799
C -1.934 -2.008 -2.208
C -0.550 -0.272 4.443
Sn -0.122 -0.015 0.965
N -6.222 -1.129 0.808
C 1.164 -0.440 -8.889
N -0.486 -1.647 -5.768
```

=====

4.
# C12H8Cl5N5OPtS

A structure of composition C12H8Cl5N5OPtS in a non-equilibrium geometry (ωB97M-V with the def2-TZVPD basis set, the OMol25 dataset).

Summary:
Calculated total energy = -98744.26728 eV
Molecular weight = 642.64 g/mol
Energy above the lowest of the compared OMol25 structures with the same formula, charge and spin = 32.83 kcal/mol
Charge = +2
F_max = 0.052 Eh/bohr
Multiplicity = 1

The geometry in XYZ format:
```
33
C12H8Cl5N5OPtS | the OMol25 dataset | ωB97M-V with the def2-TZVPD basis set
N -4.461 4.204 -0.652
C -5.286 4.967 -1.250
N -3.070 2.286 -0.300
C -0.840 -2.881 -2.952
H 0.290 -1.955 3.071
Cl 2.715 -0.693 -1.258
S -1.446 0.229 2.250
Cl -2.574 -1.392 -1.505
C -3.771 3.211 -0.555
C 1.592 -2.563 -2.825
N -6.052 5.640 -1.791
H 2.979 0.981 3.171
C 0.259 -0.009 2.343
H 3.137 0.471 1.482
C 0.088 -1.156 -1.459
O -0.058 -0.236 -0.595
C -1.010 -1.867 -2.023
C 0.971 2.216 1.552
H 2.699 -1.786 2.105
C 2.255 -1.066 2.798
C 2.512 0.392 2.375
C 0.475 -3.244 -3.356
H 1.788 2.866 1.861
N 1.178 0.909 2.103
Cl 0.686 -4.504 -4.460
H 2.619 -1.281 3.807
C 1.399 -1.540 -1.902
Cl -2.181 -3.698 -3.608
H 0.033 2.639 1.914
N 0.803 -1.151 2.747
H 0.953 2.169 0.458
Pt -1.854 0.838 -0.230
Cl 3.172 -2.994 -3.318
```

=====

5.
# C21H22N3O4Y

A structure of composition C21H22N3O4Y (ωB97M-V with the def2-TZVPD basis set, the OMol25 dataset).

Summary:
Calculated total energy = -35827.17129 eV
Molecular weight = 469.33 g/mol
Energy above the lowest of the compared OMol25 structures with the same formula, charge and spin = 8.12 kcal/mol
Charge = +2
F_max = 0.007 Eh/bohr
Multiplicity = 1

The geometry in XYZ format:
```
51
C21H22N3O4Y | the OMol25 dataset | ωB97M-V with the def2-TZVPD basis set
C 0.358 -0.187 -3.921
H -2.692 -0.675 2.142
H 2.150 0.517 -4.876
C -2.379 -2.248 3.564
C 2.306 0.529 -2.738
H -1.227 -3.003 -0.926
H 0.704 -3.343 4.431
C 2.640 3.863 2.692
C -1.126 3.433 0.894
C 0.305 -0.191 -1.475
H -1.708 -3.775 4.919
C 2.130 2.677 2.171
H 0.203 -2.970 -1.982
H -3.433 -2.391 3.753
C -0.291 -0.463 -2.723
C 1.879 5.014 2.581
C -0.076 -2.776 3.944
H -1.750 -2.499 -5.070
C -1.165 -3.022 -4.318
H 3.326 0.889 -2.724
O -1.414 2.272 0.579
C 0.196 3.744 1.499
H -2.258 -0.707 -3.606
C 1.623 0.290 -1.545
Y 0.197 0.514 0.758
H -0.009 5.841 1.903
C -1.417 -3.011 4.211
H -2.589 -2.909 -2.868
C 0.259 -1.780 3.049
H -0.112 -2.779 -4.423
C -1.966 -1.287 2.665
H 3.610 3.850 3.171
C 0.618 4.963 1.981
H -2.779 4.161 0.356
C -1.658 -1.083 -2.777
O -1.933 4.442 0.744
H -2.196 -0.919 -1.844
H 2.211 0.480 -0.638
N 0.947 2.641 1.577
N -0.671 -1.048 2.400
H 1.292 -1.539 2.830
H 2.250 5.952 2.972
H -1.311 -4.095 -4.411
C 1.657 0.309 -3.936
O 2.106 0.368 1.715
N -1.622 -2.599 -2.961
H -0.917 -4.360 -2.045
O 3.888 1.217 2.807
C 2.825 1.321 2.265
C -0.832 -3.286 -1.899
H -0.151 -0.342 -4.866
```

=====

6.
# C27H23N2O4PRu

A structure of composition C27H23N2O4PRu in a non-equilibrium geometry (ωB97M-V with the def2-TZVPD basis set, the OMol25 dataset).

Summary:
Calculated total energy = -51369.85582 eV
Molecular weight = 571.54 g/mol
Energy above the lowest of the compared OMol25 structures with the same formula, charge and spin = 0.00 kcal/mol
Charge = +4
F_max = 0.054 Eh/bohr
Multiplicity = 5

The geometry in XYZ format:
```
58
C27H23N2O4PRu | the OMol25 dataset | ωB97M-V with the def2-TZVPD basis set
H 5.352 -1.381 -4.477
H -2.743 1.430 4.970
H 1.669 -0.115 -2.711
C 0.177 5.249 3.129
H 3.382 -3.842 -1.520
H -0.853 -0.956 0.774
C -2.689 -1.088 -0.485
H 1.578 5.629 1.524
H 3.454 -3.092 3.210
C -0.536 -1.801 -1.326
H -1.190 4.582 4.548
H -4.302 -1.319 -1.897
Ru -1.296 1.429 0.165
C -1.016 3.200 2.911
N -3.141 1.838 -0.845
O -2.024 1.109 2.625
C 4.526 -1.500 -3.781
C 0.885 4.894 1.967
C -5.273 2.777 -1.933
C 1.398 -4.039 3.047
P 1.100 -2.373 -1.044
C 0.031 -3.709 1.070
C -0.702 4.307 3.649
C 1.224 -3.141 0.519
C -1.309 -1.264 -0.269
O 2.157 3.742 -0.563
N -0.410 2.920 1.786
H 5.220 -3.489 -3.088
H -3.328 -0.787 0.295
O 0.762 2.033 -0.397
H -0.939 -3.551 0.613
H 1.438 -4.458 4.072
H 3.558 0.504 -4.134
C 2.449 -2.921 1.245
O -2.194 2.162 4.617
C -4.034 2.252 -1.405
H -0.673 -4.563 2.908
C 4.463 -2.677 -3.007
H -5.122 3.903 -2.052
H -2.914 -2.263 -3.583
C -2.462 -1.978 -2.714
C 3.442 -2.934 -2.130
H -5.537 2.285 -2.835
H 3.278 -2.325 0.844
H 2.535 4.477 -0.029
H 0.352 6.171 3.643
C 2.436 -2.009 -2.101
C 0.540 3.737 1.316
C 3.543 -0.491 -3.687
C 1.183 3.113 0.033
C -3.224 -1.351 -1.765
C 0.147 -4.125 2.352
C -1.101 -2.152 -2.557
C 2.557 -3.300 2.589
C 2.458 -0.798 -2.868
H -5.986 2.463 -1.208
H -0.430 -2.497 -3.363
C -1.866 2.084 3.354
```